The following is a DFT calculation (ωB97M-V/def2-TZVPD) of a structure of composition C61H50IrN2O3P2S2.

Each line ends with the Mulliken charge.
Geometry (Å):
1 Ir 0.38879 -0.55530 -0.29998  1.701
2 O -0.53360 -1.33093 2.38487  -0.757
3 S -1.07524 -0.39292 1.42027  1.871
4 C -2.77537 -1.02333 1.25565  0.172
5 C -3.80549 -0.38140 1.90519  0.029
6 C -5.00440 -1.02551 2.25248  -1.322
7 C -5.12455 -2.36769 1.99352  0.058
8 C -6.17441 -3.37492 2.34321  -0.952
9 C -5.68967 -4.70189 1.71130  -0.740
10 C -4.37979 -4.37311 1.07021  0.439
11 C -3.48325 -5.13864 0.36619  -1.293
12 C -2.35823 -4.50636 -0.17488  0.022
13 C -2.07093 -3.16278 0.01676  0.251
14 P -0.80556 -2.42622 -1.05086  1.866
15 C -1.74128 -1.94457 -2.53089  0.500
16 C -3.12165 -2.10634 -2.62475  -0.756
17 C -3.76981 -1.80340 -3.81021  -0.718
18 C -3.05749 -1.33256 -4.90150  -0.927
19 C -1.69049 -1.12684 -4.79585  -0.975
20 C -1.03565 -1.42007 -3.61501  -0.075
21 C 0.32877 -3.73311 -1.53638  -0.785
22 C 0.25928 -4.28333 -2.79426  0.066
23 C 1.02573 -5.38935 -3.15657  -1.038
24 C 1.77730 -6.05428 -2.17264  -0.620
25 C 1.86724 -5.56652 -0.91267  -0.958
26 C 1.32776 -4.22299 -0.53031  -0.488
27 C -2.92576 -2.36834 0.82749  -0.846
28 C -4.09714 -3.00897 1.27595  0.700
29 C -1.25095 1.17436 2.28920  -0.786
30 C -1.54467 1.01604 3.62694  0.147
31 C -1.71982 2.09146 4.50270  -1.405
32 C -1.57851 3.35764 3.99634  0.283
33 C -1.69213 4.70034 4.64367  -0.729
34 C -1.39124 5.71720 3.51889  -0.837
35 C -1.14934 4.88483 2.29869  0.378
36 C -0.85938 5.22710 1.00246  -1.326
37 C -0.62003 4.19634 0.08655  -0.209
38 C -0.67545 2.84954 0.40993  0.066
39 P -0.12372 1.73016 -0.91518  1.370
40 C 1.41301 2.36313 -1.62642  0.694
41 C 2.22459 3.32514 -1.03419  -0.934
42 C 3.45185 3.62808 -1.59780  -0.642
43 C 3.88652 2.95820 -2.73082  -0.988
44 C 3.07638 2.00571 -3.33023  -0.558
45 C 1.84205 1.71129 -2.78601  -0.972
46 C -1.38423 2.02449 -2.19649  1.249
47 C -1.18005 2.92995 -3.23398  -0.720
48 C -2.21373 3.21158 -4.11019  -0.892
49 C -3.44178 2.58633 -3.96542  -0.762
50 C -3.64060 1.66871 -2.94448  -0.676
51 C -2.61614 1.38924 -2.05964  -0.120
52 C -1.05814 2.45726 1.72285  -1.414
53 C -1.25806 3.52081 2.63368  1.034
54 H -3.67917 0.65018 2.19713  0.658
55 H -5.77053 -0.47034 2.76883  0.515
56 H -7.15356 -3.07846 1.96467  0.333
57 H -6.26871 -3.46400 3.42724  0.312
58 H -6.40000 -5.08231 0.97424  0.289
59 H -5.55977 -5.48538 2.46074  0.317
60 H -3.64211 -6.19166 0.18886  0.512
61 H -1.68895 -5.08508 -0.79629  0.649
62 H -3.69028 -2.48895 -1.79045  0.295
63 H -4.83609 -1.95423 -3.88584  0.501
64 H -3.56592 -1.13042 -5.83229  0.412
65 H -1.12961 -0.75050 -5.63761  0.550
66 H 0.03046 -1.26899 -3.54094  0.409
67 H -0.44805 -3.88444 -3.50842  0.493
68 H 0.97610 -5.77365 -4.16194  0.510
69 H 2.26025 -6.98736 -2.41465  0.482
70 H 2.41509 -6.11278 -0.16010  0.610
71 H 0.86324 -4.26944 0.46477  0.582
72 H -1.63996 0.00817 4.00175  0.798
73 H -1.96232 1.90509 5.53614  0.519
74 H -0.99118 4.79037 5.47496  0.330
75 H -2.69107 4.84388 5.05826  0.308
76 H -0.51613 6.32818 3.75076  0.274
77 H -2.22359 6.40540 3.36535  0.342
78 H -0.79251 6.25488 0.68151  0.525
79 H -0.36407 4.46447 -0.93037  0.649
80 H 1.89086 3.84147 -0.14658  0.457
81 H 4.07528 4.38868 -1.15184  0.541
82 H 4.85666 3.17914 -3.14694  0.438
83 H 3.41196 1.47747 -4.20851  0.520
84 H 1.21225 0.96323 -3.24694  0.445
85 H -0.22196 3.41468 -3.35486  0.462
86 H -2.06047 3.92726 -4.90384  0.488
87 H -4.24599 2.81718 -4.64700  0.470
88 H -4.59650 1.17891 -2.83738  0.517
89 H -2.76089 0.67781 -1.25394  0.102
90 O 2.89122 -1.57549 -3.57935  -0.717
91 C 2.51065 -1.78369 -2.44157  0.063
92 O 1.50060 -1.13493 -1.94933  0.193
93 C 3.21183 -2.79046 -1.59159  -0.631
94 C 4.47451 -3.16922 -2.00207  -0.993
95 C 5.30023 -3.96783 -1.22446  -0.641
96 C 4.85330 -4.40370 0.03641  -0.708
97 C 3.60267 -4.11737 0.46950  -1.247
98 C 2.62585 -3.31686 -0.33128  2.434
99 S 2.27966 -1.89097 0.83162  -0.187
100 H 4.82368 -2.79392 -2.95429  0.612
101 H 6.28593 -4.22252 -1.57623  0.512
102 H 5.51826 -4.99375 0.64839  0.556
103 H 3.24495 -4.45786 1.42863  0.638
104 N 1.51611 1.07692 1.19410  -0.189
105 C 2.40464 1.71475 1.58059  -0.381
106 N 3.35859 2.44863 2.02327  0.369
107 C 3.11552 3.80077 2.50483  -0.175
108 C 3.75998 3.98591 3.87659  -0.849
109 C 5.24432 3.63487 3.81343  -0.686
110 C 5.42125 2.20586 3.30649  -0.658
111 C 4.75483 2.04101 1.94215  -0.719
112 H 2.03654 3.97269 2.54992  0.068
113 H 3.55770 4.50794 1.79091  0.267
114 H 3.25963 3.34365 4.60411  0.332
115 H 3.63224 5.02163 4.18975  0.373
116 H 5.68958 3.73590 4.80230  0.348
117 H 5.76169 4.33047 3.14980  0.309
118 H 4.98056 1.50399 4.01731  0.293
119 H 6.48049 1.97058 3.21050  0.375
120 H 4.80168 1.00446 1.60178  0.437
121 H 5.25700 2.67684 1.20196  0.309

Calculated values
Molar mass   1177.38 g mol⁻¹
E   -4272.66523 Ha
Frontier orbital gap (alpha / beta)   5.2561 / 5.7344 eV
Total charge   +2
Multiplicity   2